C3H14O3S | wB97M-V/def2-TZVPD

Geometry as XYZ:
```
21
Properties=species:S:1:pos:R:3
C 1.547 0.031 1.317
C 1.525 1.550 1.117
C 0.444 2.211 1.964
S 0.694 3.970 2.226
H 2.383 -0.473 0.839
H 0.646 -0.561 1.135
H 1.797 -0.061 2.387
H 2.496 1.906 1.474
H 1.460 1.860 0.076
H 0.432 1.681 2.913
H -0.520 1.944 1.524
H 0.774 3.934 3.551
O -2.646 -2.020 -4.461
H -2.286 -1.131 -4.378
H -3.311 -1.937 -5.152
O -2.182 -4.237 -2.085
H -2.644 -4.520 -2.884
H -2.941 -4.190 -1.485
O 0.719 -3.423 -1.293
H 1.125 -4.103 -0.746
H -0.198 -3.710 -1.353
```

Computed properties:
* LUMO: 0.6 eV
* ΔE to the lowest compared entry with this formula, charge and spin: 17.46 kcal/mol
* E_HOMO: -8.9 eV
* spin multiplicity: 1
* net charge: 0

---

C3H2Br2P2 | wB97M-V/def2-TZVPD

Geometry as XYZ:
```
9
Properties=species:S:1:pos:R:3
C -0.472 0.314 -1.023
C 0.362 0.313 0.065
C 1.140 0.267 1.012
P -3.013 0.086 1.119
P -2.135 0.246 -0.646
Br 4.752 -1.935 0.787
Br 2.277 0.147 2.399
H 0.039 0.282 -1.896
H -2.950 0.282 -1.817
```

Computed properties:
* LUMO (alpha / beta): -3.4 / -2.2 eV
* ΔE to the lowest compared entry with this formula, charge and spin: 123.34 kcal/mol
* E_HOMO (alpha / beta): -7.8 / -7.5 eV
* spin multiplicity: 1
* net charge: 0

---

C5H11N3O | wB97M-V/def2-TZVPD

Geometry as XYZ:
```
20
Properties=species:S:1:pos:R:3
C -2.283 -1.415 0.493
C 1.318 1.191 0.141
C 2.569 0.651 0.830
C 1.251 0.769 -1.321
N -1.148 -2.127 0.312
N 0.074 0.166 -1.688
C -3.091 0.351 1.084
N -2.326 -0.120 0.116
O 2.197 0.839 -2.081
H -3.151 -2.027 0.744
H -0.348 -1.619 -0.058
H -1.131 -3.079 0.645
H -0.051 -0.003 -2.675
H -0.776 0.360 -1.163
H -3.499 1.331 0.794
H 0.416 0.893 0.679
H 1.331 2.285 0.151
H 3.462 0.984 0.303
H 2.624 1.010 1.858
H 2.560 -0.440 0.838
```

Computed properties:
* LUMO (alpha / beta): -0.1 / -0.1 eV
* ΔE to the lowest compared entry with this formula, charge and spin: 84.24 kcal/mol
* E_HOMO (alpha / beta): -7.5 / -7.5 eV
* spin multiplicity: 1
* net charge: 0

---

C26H32BF4O10 | wB97M-V/def2-TZVPD

Geometry as XYZ:
```
73
Properties=species:S:1:pos:R:3
B 0.646 2.184 -0.017
F 1.072 1.732 1.192
F 1.400 1.748 -1.091
F -0.679 1.802 -0.080
F 0.590 3.589 -0.009
C 3.633 4.622 0.095
O 2.622 5.207 -0.708
H 4.696 4.767 -0.191
H 3.407 3.384 0.075
H 3.418 4.783 1.120
H 1.864 4.695 -0.652
C 1.589 4.151 3.397
O 0.520 4.289 2.543
H 1.205 3.371 4.104
H 1.850 5.145 3.845
H 2.428 3.788 2.862
H 0.342 3.658 1.735
C -4.237 0.405 2.590
C -3.513 0.945 1.451
C -4.276 1.143 0.234
C -5.663 0.757 0.158
C -6.245 0.008 1.238
C -5.486 -0.137 2.545
O -6.151 -0.871 3.444
O -3.797 1.787 -0.829
H -3.728 0.177 3.430
H -2.563 1.336 1.446
H -6.174 0.820 -0.778
H -7.096 -0.367 1.182
H -6.839 -1.348 3.170
H -2.833 1.894 -0.915
C 0.023 -0.483 -3.191
C 0.860 -0.870 -4.230
C 0.253 -1.284 -5.439
C -1.139 -1.304 -5.522
C -1.902 -1.286 -4.348
C -1.399 -0.803 -3.129
O -2.176 -0.614 -2.060
O 1.033 -1.559 -6.559
H 0.306 0.084 -2.283
H 2.005 -0.675 -4.152
H -1.694 -1.599 -6.452
H -2.897 -1.344 -4.382
H -1.490 -0.429 -1.269
H 1.873 -1.159 -6.555
C -1.207 -3.163 4.174
C -0.576 -1.919 4.511
C -0.411 -0.882 3.537
C -0.621 -1.242 2.116
C -1.087 -2.543 1.765
C -1.476 -3.517 2.849
O -2.032 -4.682 2.455
O 0.134 0.256 3.717
H -1.312 -3.802 5.041
H -0.333 -1.676 5.598
H -0.233 -0.674 1.286
H -1.364 -2.632 0.548
H -2.735 -4.455 1.644
H 0.184 0.822 2.990
C 3.814 -2.636 -0.241
C 3.785 -1.264 -0.048
C 4.122 -0.558 -1.123
C 4.490 -1.132 -2.322
C 4.435 -2.474 -2.574
C 4.207 -3.289 -1.502
O 4.154 -4.543 -1.648
O 4.256 0.833 -0.974
H 3.475 -3.264 0.581
H 3.620 -0.892 0.750
H 4.736 -0.414 -2.977
H 4.869 -2.729 -3.503
H 4.053 -4.736 -2.556
H 3.400 1.067 -1.108
```

Computed properties:
* LUMO: 2.2 eV
* ΔE to the lowest compared entry with this formula, charge and spin: 25.30 kcal/mol
* E_HOMO: -5.5 eV
* spin multiplicity: 1
* net charge: -1